No. 1
This record from OMol25 describes C3H2BrCl as an isolated structure. The level of theory is ωB97M-V/def2-TZVPD.

Structure (XYZ):
```
7
Properties=species:S:1:pos:R:3:forces:R:3
H -0.148204 0.951651 0.897036 -0.7 0.8 0.7
Cl -1.368872 -0.810422 -1.389413 -0.7 0.3 -1.2
C -0.782853 0.728304 -1.053192 1.8 -1.0 1.6
C 0.988857 -0.731559 0.619369 -1.4 1.1 -1.4
H 1.159004 1.325188 -0.180893 -0.9 -0.9 0.1
C 0.368117 0.544125 0.048546 1.4 0.9 -1.1
Br -0.216050 -2.007287 1.058547 0.5 -1.2 1.2
```
Forces are in eV/Å.

## Properties
- Kohn-Sham gap (alpha / beta): 7.3 / 8.0 eV
- HOMO (alpha / beta): -8.09 / -9.49 eV
- ΔE to the lowest compared entry with this formula, charge and spin: 3.3 kcal/mol
- LUMO (alpha / beta): -0.78 / -1.53 eV
- Electronic energy: -85700.6561 eV
- Spin multiplicity: 3
- Charge: 0

Listed below, in e, are the natural (NBO) charges computed for each atom:
1. H 0.2673
2. Cl 0.0564
3. C 0.0631
4. C -0.0463
5. H 0.2629
6. C -0.7314
7. Br 0.1280

No. 2
This record from OMol25 describes an isolated ion of composition C3H3N4O and charge +1. The level of theory is ωB97M-V/def2-TZVPD.

Structure (XYZ):
```
11
Properties=species:S:1:pos:R:3:forces:R:3
H -1.307484 0.069153 -0.983207 2.4 -1.3 2.0
N 0.716557 -0.279978 0.855001 0.4 1.4 8.5
H 1.276282 -0.690863 1.654869 -1.1 1.0 -1.0
H 1.616990 -1.457166 -0.489345 0.8 -0.9 -0.5
C 0.908744 -0.714496 -0.295687 -1.1 -1.2 -7.5
O -1.171477 1.498391 2.988476 0.2 0.0 0.3
C -0.574762 1.103533 2.096985 -0.6 0.5 0.0
N -0.069740 0.829596 0.998140 0.6 0.0 0.7
N -0.345252 -0.197207 -2.398017 3.8 -2.4 2.4
C -0.190254 -0.334465 -1.159876 -2.0 0.2 3.4
N -0.859604 0.173502 -3.267341 -3.4 2.7 -8.5
```
Forces are in eV/Å.

## Properties
- Kohn-Sham gap (alpha / beta): 6.2 / 7.6 eV
- HOMO (alpha / beta): -11.05 / -15.36 eV
- ΔE to the lowest compared entry with this formula, charge and spin: 0.0 kcal/mol
- LUMO (alpha / beta): -4.90 / -7.78 eV
- Electronic energy: -11152.4460 eV
- Spin multiplicity: 3
- Charge: +1

Atomic partial charges in e from the natural (NBO) method, atoms 1 to 8:
1. H 0.2947
2. N -0.2576
3. H 0.4390
4. H 0.2635
5. C -0.1910
6. O -0.3409
7. C 0.8919
8. N -0.4299

No. 3
This record from OMol25 describes C12H18FeI2O4RhS as an isolated structure. The level of theory is ωB97M-V/def2-TZVPD.

Structure (XYZ):
```
39
Properties=species:S:1:pos:R:3:forces:R:3
Rh 0.743509 0.308828 2.245485 -1.6 -1.2 -1.4
C -0.472902 -1.429667 2.394025 0.1 -1.1 0.9
H 1.582069 2.005572 -5.563551 0.0 0.0 0.3
H -3.625687 -0.596256 3.647949 0.3 0.1 0.1
H -0.198907 -2.085217 1.552378 0.3 0.0 0.2
C 2.254103 -0.531687 3.086696 3.8 -2.3 2.3
C -2.530237 -0.631845 3.671577 -0.3 0.2 0.3
O -0.041516 1.716986 4.902476 0.6 -2.6 -4.1
H -2.313077 -3.088100 1.265457 0.2 -0.4 -0.3
C 1.581589 2.032062 1.871979 3.1 6.0 -1.1
Fe -0.144330 -0.702983 -1.320421 0.3 0.5 0.9
I -1.135565 -3.120131 -1.201426 0.1 -1.3 0.0
H 2.399509 2.784940 -3.341478 -0.1 -0.2 -0.1
O 3.170761 -0.988230 3.615626 -3.7 1.9 -2.1
H -2.246093 -0.566690 1.543212 -0.3 0.2 -0.1
H 0.823657 0.404019 -5.695472 0.1 0.2 -0.1
H -0.443153 1.705109 -2.394755 0.1 0.2 0.2
C -2.685543 -2.583856 2.162179 -0.1 0.4 0.4
H -0.175246 -1.939225 3.325331 -0.1 -0.1 -0.4
H 2.546500 0.528897 -5.318197 -0.1 0.2 0.0
C 0.110626 1.113575 3.929638 -1.0 2.7 5.2
H 1.920544 1.981475 -1.832143 0.0 0.1 -0.1
C -1.996191 -1.245087 2.377627 0.7 0.5 0.1
H 3.203154 1.280462 -2.816056 0.1 0.3 -0.1
H -0.936112 1.013787 -3.947324 0.0 0.2 -0.2
C 1.432256 -0.281731 0.373248 3.7 -0.3 -0.9
H -2.512852 -3.239752 3.023562 0.1 -0.1 -0.3
O 2.050693 3.058520 1.636765 -1.9 -4.0 0.9
H -0.172853 2.628032 -3.897178 -0.1 -0.1 0.2
C 1.567103 0.991913 -5.147805 0.3 -1.0 -0.6
S 1.241696 -0.709275 -3.128343 0.7 -0.1 -0.9
H -2.161285 0.383818 3.824393 -0.2 0.0 0.0
I -2.647386 -0.539732 -1.338227 -1.3 0.7 -0.2
C 2.247502 1.809321 -2.863974 0.8 -0.4 0.9
H -3.763159 -2.443901 2.044481 0.1 0.0 0.0
O 2.506557 -0.421377 -0.105361 -3.5 0.2 1.1
H -2.224553 -1.240466 4.534326 -0.1 0.1 -0.2
C 1.215345 1.015955 -3.658046 -0.5 1.2 -0.6
C -0.170524 1.621939 -3.458653 -0.5 -0.5 -0.1
```
Forces are in eV/Å.

## Properties
- Kohn-Sham gap (alpha / beta): 7.1 / 4.6 eV
- HOMO (alpha / beta): -22.71 / -23.17 eV
- ΔE to the lowest compared entry with this formula, charge and spin: 0.0 kcal/mol
- LUMO (alpha / beta): -15.62 / -18.60 eV
- Electronic energy: -85304.8532 eV
- Spin multiplicity: 10
- Charge: +4

Atomic partial charges in e from the natural (NBO) method, atoms 1 to 8:
1. Rh 0.3364
2. C -0.5128
3. H 0.3006
4. H 0.2713
5. H 0.1728
6. C 0.6503
7. C -0.5999
8. O -0.2473